Formula: C40H108N4O12
Source: OMol25
Level of theory: ωB97M-V/def2-TZVPD

Last columns: bonded neighbours and bond lengths (Å).
CARTESIAN COORDINATES (ANGSTROEM)
1 H -1.1070 1.7698 2.8196  C140 1.095
2 O -1.6387 -5.6990 -1.9185  C51 1.399, H107 0.967
3 O 4.8136 0.3040 1.7012  C13 1.389, H26 0.970
4 H 2.7757 -0.1258 3.4567  C57 1.093
5 H -0.8228 3.1260 -5.1561  C54 1.084
6 H 5.7576 -0.6723 3.1249  C13 1.107
7 H -0.2596 -0.4171 -1.3530  C100 1.090
8 H 0.5363 -3.5582 -0.5036  C56 1.094
9 H -2.6397 -3.9911 4.5717  C17 1.084
10 C 2.9601 4.7731 2.6516  H28 1.073, H47 1.090, H114 1.091, C148 1.536
11 H 0.7990 -4.7109 -4.9833  O156 0.946
12 H 1.2725 1.1198 -5.9068  C101 1.091
13 C 4.7234 -0.6210 2.7338  O3 1.389, H6 1.107, C36 1.555, C57 1.548
14 H 5.6532 5.6984 -3.1091  C112 1.108
15 H -1.8735 -1.7544 5.2826  C161 1.096
16 H -4.6127 0.8008 2.1630  C22 1.086
17 C -3.3318 -3.1881 4.7963  H9 1.084, H30 1.087, H108 1.111, C161 1.518
18 C -4.6074 -0.6149 0.5277  C22 1.543, O69 1.426, H94 1.087, C110 1.556
19 H 3.8825 -0.8333 4.6894  C57 1.103
20 H -2.4892 2.1068 -3.1965  C75 1.099
21 H -3.2364 -4.4280 -0.4477  C90 1.099
22 C -5.2236 0.5745 1.2941  H16 1.086, C18 1.543, H41 1.097, H106 1.081
23 O 1.6020 2.7603 2.2888  H113 0.973, C148 1.454
24 H -7.8757 1.4549 -3.9691  N80 1.005
25 H -4.7558 -0.3190 -4.6991  C97 1.093
26 H 3.8949 0.4597 1.4306  O3 0.970
27 H 3.3787 -1.8699 1.7217  C36 1.093
28 H 2.0729 5.3166 2.9154  C10 1.073
29 H -6.6208 -0.0281 -2.3503  C109 1.082
30 H -3.6591 -3.2595 5.8302  C17 1.087
31 N 5.6491 5.9511 -1.0543  H66 1.017, C112 1.444, H137 1.025
32 H 1.5430 -5.9308 6.1703  C142 1.103
33 H -3.2084 0.2815 4.9229  C96 1.092
34 H 3.4480 3.0511 1.5213  C148 1.092
35 H -0.0698 -0.4330 1.8177  C130 1.072
36 C 4.3535 -2.0297 2.1885  C13 1.555, H27 1.093, H136 1.080, H162 1.094
37 O -4.1968 1.0380 -3.1769  C75 1.403, C97 1.423
38 H 4.8260 1.7277 -1.0569  C151 1.101
39 C 1.0678 3.5393 -4.2937  C54 1.562, H84 1.108, H111 1.127, O144 1.425
40 C 1.1205 -2.0910 -3.4333  C46 1.536, H92 1.095, H120 1.080, H150 1.099
41 H -6.2421 0.2557 1.5464  C22 1.097
42 H 0.1215 1.0043 -4.5190  C101 1.085
43 H -0.0636 -1.8644 0.7832  C130 1.098
44 H -3.1481 0.5771 -0.5241  C110 1.109
45 H -2.8327 -1.7082 2.6694  O118 0.968
46 C 1.4042 -2.9125 -4.6996  C40 1.536, C62 1.505, H145 1.104, O156 1.428
47 H 3.6224 5.4553 2.1186  C10 1.090
48 H -0.5245 -2.8113 -5.5081  C62 1.099
49 H -2.3109 2.1088 4.0914  C140 1.090
50 H 0.9066 0.9277 -1.5895  C100 1.100
51 C -1.2474 -4.5088 -1.2953  O2 1.399, C56 1.554, H81 1.116, C90 1.543
52 H -2.9299 5.0189 2.9141  C132 1.107
53 H 8.1479 5.2511 -3.1523  C73 1.089
54 C 0.2038 2.9331 -5.4447  H5 1.084, C39 1.562, C101 1.541, N115 1.422
55 H 1.1418 -2.8531 4.6297  N154 1.008
56 C 0.2129 -4.5693 -0.7681  H8 1.094, C51 1.554, H58 1.078, H82 1.097
57 C 3.7913 -0.1116 3.8598  H4 1.093, C13 1.548, H19 1.103, H68 1.078
58 H 0.3019 -5.2435 0.0688  C56 1.078
59 H 8.0871 5.2392 -1.3758  C73 1.108
60 H 0.3729 4.4522 -6.7172  N115 1.022
61 C -7.2844 -1.1187 -3.9961  H63 1.101, C109 1.552, H127 1.085, H129 1.104
62 C 0.4849 -2.5078 -5.8197  C46 1.505, H48 1.099, H105 1.105, H153 1.096
63 H -6.9527 -2.0660 -3.5441  C61 1.101
64 H 4.8581 1.5731 -2.8816  C151 1.113
65 H -0.6543 4.1260 2.4858  C83 1.089
66 H 6.1889 5.6847 -0.2349  N31 1.017
67 H -1.8959 -4.9476 0.7300  C90 1.116
68 H 4.0979 0.9029 4.0569  C57 1.078
69 O -4.4609 -1.7992 1.3086  C18 1.426, H79 0.969
70 H -0.9603 -5.5696 3.1807  C99 1.105
71 H -0.3989 0.9714 -0.2865  C100 1.076
72 H 1.0081 -8.8410 4.8250  C138 1.115
73 C 7.6231 5.6604 -2.2899  H53 1.089, H59 1.108, C112 1.495, H131 1.097
74 H -2.2253 0.3944 -3.4742  C75 1.098
75 C -2.9082 1.2242 -3.6998  H20 1.099, O37 1.403, H74 1.098, H121 1.098
76 H 6.4186 3.2734 -1.3027  C152 1.111
77 H -6.3836 2.0827 -3.5178  N80 1.027
78 C 0.5398 -4.8159 4.5546  C99 1.520, H119 1.090, C142 1.562, N154 1.483
79 H -5.3559 -2.0553 1.5759  O69 0.969
80 N -6.8812 1.3118 -3.9796  H24 1.005, H77 1.027, C109 1.453
81 H -1.2560 -3.6619 -2.0226  C51 1.116
82 H 0.8216 -4.8981 -1.6194  C56 1.097
83 C -1.2211 3.8736 3.3812  H65 1.089, O88 1.419, C132 1.515, C140 1.557
84 H 2.1396 3.2695 -4.3670  C39 1.108
85 H 1.4357 3.1549 -6.9776  N115 1.009
86 H 2.0645 -3.7027 3.6627  N154 1.024
87 H 2.8264 4.7660 -0.1189  C163 1.085
88 O -0.1240 3.8390 4.2808  C83 1.419, H125 0.962
89 H -4.5280 -0.6355 4.2172  C96 1.101
90 C -2.2028 -4.2753 -0.1059  H21 1.099, C51 1.543, H67 1.116, H160 1.097
91 O 0.0778 -7.0114 5.1622  C138 1.422, C142 1.398
92 H 1.2466 -1.0274 -3.6637  C40 1.095
93 H 1.6322 1.2355 1.1815  O123 0.965
94 H -5.2734 -0.7644 -0.3181  C18 1.087
95 H -2.4912 -0.2409 0.9396  C110 1.081
96 C -3.7043 -0.6913 4.9452  H33 1.092, H89 1.101, H159 1.103, C161 1.522
97 C -4.8780 -0.1266 -3.6297  H25 1.093, O37 1.423, H103 1.114, C109 1.588
98 H 1.9669 -6.4784 4.4969  C142 1.105
99 C -0.0746 -4.9097 3.1677  H70 1.105, C78 1.520, H104 1.111, H139 1.088
100 C 0.2949 0.3793 -0.8577  H7 1.090, H50 1.100, H71 1.076, C155 1.557
101 C 0.2925 1.3965 -5.5157  H12 1.091, H42 1.085, C54 1.541, H116 1.087
102 H -2.8095 -1.1807 -0.5992  C110 1.122
103 H -4.4301 -0.9923 -3.0895  C97 1.114
104 H 0.6765 -5.3544 2.4797  C99 1.111
105 H 0.8009 -3.0061 -6.7545  C62 1.105
106 H -5.2105 1.4222 0.6237  C22 1.081
107 H -1.0996 -5.8322 -2.7103  O2 0.967
108 H -4.2633 -3.2801 4.1984  C17 1.111
109 C -6.4412 0.0477 -3.4144  H29 1.082, C61 1.552, N80 1.453, C97 1.588
110 C -3.1395 -0.3522 0.0819  C18 1.556, H44 1.109, H95 1.081, H102 1.122
111 H 1.1044 4.6607 -4.4008  C39 1.127
112 C 6.1770 5.2887 -2.2235  H14 1.108, N31 1.444, C73 1.495, C152 1.531
113 H 1.2868 3.1131 3.1389  O23 0.973
114 H 3.4739 4.3473 3.5152  C10 1.091
115 N 0.4961 3.4376 -6.7421  C54 1.422, H60 1.022, H85 1.009
116 H -0.4256 1.0250 -6.2419  C101 1.087
117 H -1.6777 5.8815 3.8084  C132 1.073
118 O -2.1286 -1.5822 3.3218  H45 0.968, C161 1.430
119 H -0.2037 -4.5525 5.3075  C78 1.090
120 H 1.7197 -2.3624 -2.5771  C40 1.080
121 H -2.8748 1.4251 -4.7788  C75 1.098
122 H -0.6927 -8.8978 5.4177  C138 1.098
123 O 2.1766 0.5900 0.7136  H93 0.965, C155 1.414
124 H 0.1116 5.0093 -2.2444  C141 1.095
125 H -0.4094 3.4927 5.1315  O88 0.962
126 H -2.6737 2.5262 2.4296  C140 1.090
127 H -8.3107 -0.8765 -3.7412  C61 1.085
128 H 1.2820 -1.5596 1.8969  C130 1.093
129 H -7.2529 -1.1725 -5.0979  C61 1.104
130 C 0.5564 -1.0795 1.2351  H35 1.072, H43 1.098, H128 1.093, C155 1.512
131 H 7.7237 6.7499 -2.2067  C73 1.097
132 C -2.2147 4.9545 3.7563  H52 1.107, C83 1.515, H117 1.073, H146 1.110
133 H 0.6248 -8.4523 6.5465  C138 1.093
134 H 1.1495 4.7969 0.4782  C163 1.083
135 H 3.3356 1.9218 -2.0353  C151 1.092
136 H 4.3665 -2.7656 2.9795  C36 1.080
137 H 4.6636 5.7587 -0.8466  N31 1.025
138 C 0.2682 -8.3753 5.5164  H72 1.115, O91 1.422, H122 1.098, H133 1.093
139 H -0.3404 -3.9233 2.7933  C99 1.088
140 C -1.8700 2.4752 3.1647  H1 1.095, H49 1.090, C83 1.557, H126 1.090
141 C -0.3623 4.0362 -2.4115  H124 1.095, O144 1.457, H149 1.088, H164 1.094
142 C 1.1550 -6.1196 5.1550  H32 1.103, C78 1.562, O91 1.398, H98 1.105
143 H 6.5018 3.3300 -3.0846  C152 1.100
144 O 0.6089 3.1293 -3.0080  C39 1.425, C141 1.457
145 H 2.4627 -2.7353 -4.9585  C46 1.104
146 H -2.7444 4.7108 4.7010  C132 1.110
147 H 1.9012 -1.0167 -0.4201  C155 1.091
148 C 2.5563 3.6650 1.6676  C10 1.536, O23 1.454, H34 1.092, C163 1.539
149 H -0.7749 3.6672 -1.4752  C141 1.088
150 H 0.0662 -2.1767 -3.1342  C40 1.099
151 C 4.4131 2.0993 -2.0081  H38 1.101, H64 1.113, H135 1.092, O158 1.425
152 C 6.0036 3.7676 -2.2070  H76 1.111, C112 1.531, H143 1.100, O158 1.395
153 H 0.5426 -1.4271 -5.9927  C62 1.096
154 N 1.5796 -3.7582 4.5625  H55 1.008, C78 1.483, H86 1.024
155 C 1.2666 -0.3244 0.1343  C100 1.557, O123 1.414, C130 1.512, H147 1.091
156 O 1.1688 -4.2462 -4.2471  H11 0.946, C46 1.428
157 H 1.8040 3.3193 -0.3118  C163 1.088
158 O 4.6365 3.5019 -2.1243  C151 1.425, C152 1.395
159 H -4.2243 -0.7492 5.9159  C96 1.103
160 H -2.1394 -3.2282 0.2147  C90 1.097
161 C -2.7293 -1.8083 4.6000  H15 1.096, C17 1.518, C96 1.522, O118 1.430
162 H 5.0972 -2.1984 1.4047  C36 1.094
163 C 2.0248 4.1790 0.3183  H87 1.085, H134 1.083, C148 1.539, H157 1.088
164 H -1.1596 4.1623 -3.1499  C141 1.094

Values from the calculation:
Total charge = 0
Energy above the lowest of the compared OMol25 structures with the same formula, charge and spin = 0.0 kJ/mol
Structure (SMILES) = COC[C@H](C)N.COC[C@H](C)N.COC[C@H](C)N.COC[C@H](C)N.CC(C)O.CC(C)O.CC(C)O.CC(C)O.CC(C)O.CC(C)O.CC(C)O.CC(C)O
Energy = -73759.5603 eV
LUMO energy = 0.377 eV
HOMO-LUMO gap = 9.427 eV

Atom charges from the Mulliken analysis, given in e for atoms 1 to 99:
1 H -0.10
2 O -0.64
3 O -0.57
4 H -0.02
5 H 0.12
6 H 0.42
7 H 0.16
8 H -0.12
9 H 0.17
10 C -1.69
11 H 0.29
12 H 0.62
13 C 0.16
14 H 0.24
15 H 0.27
16 H 0.13
17 C -1.34
18 C 0.65
19 H 0.44
20 H 0.19
21 H 0.42
22 C -1.55
23 O -0.68
24 H 0.26
25 H 0.52
26 H 0.20
27 H -0.27
28 H 0.43
29 H 0.07
30 H 0.46
31 N -0.66
32 H 0.39
33 H -0.07
34 H -0.01
35 H -0.36
36 C -0.72
37 O -0.35
38 H 0.34
39 C -0.88
40 C -0.40
41 H 0.45
42 H -0.12
43 H -0.33
44 H 0.40
45 H -0.22
46 C 0.38
47 H 0.41
48 H 0.42
49 H 0.14
50 H -0.41
51 C 0.94
52 H 0.34
53 H 0.39
54 C 0.47
55 H 0.32
56 C -0.74
57 C -0.90
58 H 0.31
59 H 0.36
60 H 0.30
61 C -1.53
62 C -1.13
63 H 0.34
64 H 0.45
65 H -0.09
66 H 0.29
67 H 0.17
68 H 0.25
69 O -0.48
70 H 0.47
71 H 0.16
72 H 0.30
73 C -1.57
74 H 0.28
75 C -0.86
76 H 0.32
77 H 0.24
78 C 0.55
79 H 0.29
80 N -0.70
81 H -0.22
82 H 0.39
83 C 0.97
84 H 0.12
85 H 0.28
86 H 0.14
87 H -0.28
88 O -0.52
89 H 0.23
90 C -0.76
91 O -0.24
92 H 0.21
93 H -0.52
94 H 0.14
95 H -0.06
96 C -0.93
97 C -0.67
98 H 0.34
99 C -1.52